No. 1
This record from the OMol25 dataset describes a structure of composition C6H17FInNO3 at a distorted geometry. The level of theory is ωB97M-V/def2-TZVPD.

Each line ends with the natural charge from an NBO analysis.
Positions of all 29 atoms, in Å:
H (27.961, -7.017, 15.484)  0.49
H (26.952, -12.873, 13.801)  0.20
H (28.839, -7.950, 14.184)  0.20
C (28.567, -16.604, 9.593)  -0.58
H (27.295, -7.660, 13.315)  0.16
In (27.437, -11.696, 10.188)  1.59
H (26.502, -10.055, 14.530)  0.22
H (29.643, -16.482, 9.467)  0.22
H (29.781, -14.654, 9.888)  0.43
N (28.857, -14.248, 9.860)  -0.68
H (28.177, -16.552, 8.576)  0.24
C (27.895, -15.292, 11.797)  -0.09
O (27.504, -14.012, 12.202)  -0.56
H (27.230, -14.576, 14.238)  0.22
H (28.237, -17.468, 10.169)  0.28
C (27.594, -13.739, 13.641)  -0.28
H (27.350, -16.112, 12.265)  0.23
H (28.860, -15.370, 12.299)  0.20
C (27.949, -15.317, 10.300)  -0.09
H (28.073, -10.342, 14.464)  0.20
H (28.554, -14.338, 8.901)  0.40
C (27.768, -8.155, 14.163)  -0.08
H (26.970, -15.211, 9.834)  0.23
O (27.265, -9.993, 12.548)  -0.78
H (26.701, -9.286, 12.226)  0.49
C (27.366, -9.652, 14.002)  -0.09
H (28.479, -13.312, 14.114)  0.21
O (27.318, -7.724, 15.392)  -0.63
F (25.545, -11.288, 8.000)  -0.36

Output
- DFT total energy (Ha) = -808.30487
- energy relative to the best compared isomer or geometry (same formula, charge and spin) (kJ/mol) = 287.1
- Kohn-Sham gap (eV) = 2.4
- total charge = +2

---

No. 2
This record from the OMol25 dataset describes the molecule C5H11BFNO2 at a distorted geometry. The level of theory is ωB97M-V/def2-TZVPD.

Each line ends with the natural charge from an NBO analysis.
Positions of all 21 atoms, in Å:
O (-2.358, 2.529, 2.462)  -0.57
H (-0.003, 1.283, 2.832)  0.41
O (0.105, -1.342, -2.884)  -0.74
H (2.285, -1.407, -2.497)  0.20
B (0.050, 0.766, 0.764)  1.06
H (-0.673, -0.286, 2.498)  0.40
C (-1.200, 1.708, 0.257)  -0.89
H (-0.910, 2.863, 0.176)  0.30
H (2.037, -1.941, 0.075)  0.23
C (-2.389, 1.642, 1.431)  0.87
H (-0.767, -1.641, -2.492)  0.47
N (0.101, 0.390, 2.262)  -1.18
C (1.256, -1.825, -2.073)  -0.07
F (-3.482, 0.633, 1.427)  -0.37
C (1.291, 0.215, -0.203)  -0.81
H (-1.707, 1.354, -0.737)  0.27
H (2.275, 0.350, 0.459)  0.25
H (1.465, 0.878, -1.160)  0.24
H (1.340, -3.013, -2.119)  0.17
H (0.139, -1.764, 0.016)  0.20
C (1.145, -1.392, -0.496)  -0.42

Output
- DFT total energy (Ha) = -526.95756
- SMILES = NB(CCCO)CC(=O)F
- Kohn-Sham gap (eV) = 9.9

---

No. 3
This record from the OMol25 dataset describes a structure of composition C37H41EuN7O3PS2. The level of theory is ωB97M-V/def2-TZVPD.

Each line ends with the Mulliken charge.
Positions of all 92 atoms, in Å:
O (-2.256, 0.751, 0.768)  0.22
C (4.066, -3.919, 2.868)  -0.82
Eu (0.239, 0.242, 0.228)  0.35
C (1.104, -3.666, -0.637)  1.32
H (6.798, -1.790, -3.180)  0.43
C (5.731, -1.188, -1.414)  -0.46
H (-0.361, -5.058, -3.375)  0.48
N (1.595, -0.519, 2.427)  0.04
H (-0.670, -2.441, -5.089)  0.32
C (2.406, -1.715, 2.582)  -0.91
H (2.214, 0.290, 2.400)  0.35
H (-3.097, -2.381, 1.456)  0.51
H (-1.886, 0.077, -6.635)  0.50
C (-1.645, -2.040, -4.819)  -0.92
C (2.916, -2.039, 3.834)  -0.34
C (0.631, -3.803, -1.945)  -0.59
C (0.876, -4.710, 0.260)  -0.97
H (4.302, 1.323, -3.475)  0.49
C (0.431, 4.135, 2.945)  0.02
H (4.133, -3.394, 4.955)  0.45
H (-2.128, 2.788, 0.572)  0.15
H (-2.863, -0.153, 2.520)  0.37
C (-1.292, 0.009, -3.430)  0.21
C (3.182, 3.391, -1.595)  -0.84
H (4.467, -0.774, 0.255)  0.31
C (-0.244, -5.988, -1.445)  -0.82
H (-1.816, 5.727, -2.584)  0.46
H (-1.515, 2.529, -5.510)  0.50
N (-1.554, -0.590, -4.605)  0.16
H (-1.264, -2.307, 3.191)  0.39
P (1.945, -2.111, -0.151)  2.01
H (3.127, 3.884, -0.624)  0.38
N (-1.288, 1.345, -3.690)  0.51
O (-1.130, -1.733, 1.196)  0.24
H (-0.301, 5.437, -0.579)  0.96
O (2.188, 1.150, -0.614)  -0.44
H (1.037, -0.368, 3.263)  0.36
H (-2.351, -2.223, -5.624)  0.39
H (3.288, -0.023, -2.890)  -0.06
C (-0.108, 3.341, -0.955)  -1.03
H (6.552, -0.599, -1.020)  0.50
N (-0.391, 2.244, -1.679)  1.37
H (-2.707, -1.684, -0.119)  0.25
H (-2.313, 3.752, -3.979)  0.65
S (3.458, 1.665, -1.311)  0.50
C (-0.858, -2.675, 2.247)  -0.96
C (-1.692, 0.353, -5.613)  -0.82
H (-2.641, 2.233, 2.179)  0.42
C (0.330, 2.860, 2.460)  0.90
H (0.775, -3.004, -2.658)  0.55
H (0.526, 3.188, -0.093)  0.43
C (0.464, 4.379, 4.352)  -0.28
N (0.266, 1.852, 1.873)  -0.57
C (4.821, -2.626, -3.105)  -0.59
N (0.497, 4.520, 5.495)  -0.43
C (0.523, 5.139, 1.926)  0.32
C (3.735, -3.145, 3.978)  -0.77
C (3.477, -2.046, -1.179)  0.77
H (0.215, -2.794, 2.328)  0.11
H (-1.306, -3.634, 1.996)  0.39
C (3.548, -3.593, 1.627)  -0.13
N (0.582, 5.832, 1.006)  -0.64
H (2.847, -3.361, -2.769)  0.42
C (2.683, -2.504, 1.474)  -0.34
C (-0.567, 4.612, -1.230)  -0.81
H (0.036, -6.657, 0.575)  0.48
C (-3.005, -0.260, 1.441)  -0.51
S (-1.055, -0.859, -1.990)  -0.26
H (3.805, -4.196, 0.763)  0.54
C (-1.664, 3.660, -3.121)  -0.65
H (2.691, -1.410, 4.690)  0.51
C (-2.732, 2.062, 1.106)  -0.85
H (-3.774, 2.157, 0.800)  0.31
C (-1.111, 2.436, -2.773)  -0.10
H (4.054, 3.760, -2.142)  0.54
C (-1.392, 4.762, -2.333)  -1.23
H (-0.754, -6.891, -1.759)  0.43
H (1.220, -4.641, 1.283)  0.37
H (4.725, -4.772, 2.974)  0.48
C (4.547, -1.285, -0.699)  -0.59
C (3.634, -2.726, -2.386)  -0.56
C (-2.544, -1.590, 0.950)  -1.01
H (-1.995, -2.515, -3.909)  0.37
C (3.369, 1.061, -2.970)  -0.54
H (-4.068, -0.138, 1.218)  0.47
C (0.201, -5.858, -0.138)  -0.79
C (-1.527, 1.555, -5.055)  -0.47
C (-0.023, -4.958, -2.350)  -0.97
H (2.268, 3.534, -2.170)  0.07
H (2.504, 1.498, -3.470)  0.30
H (4.929, -3.170, -4.036)  0.47
C (5.869, -1.855, -2.626)  -0.74

Output
- spin multiplicity = 7
- DFT total energy (Ha) = -3891.16048
- energy relative to the best compared isomer or geometry (same formula, charge and spin) (kJ/mol) = 0.0
- Kohn-Sham gap (alpha / beta) (eV) = 6.2 / 8.0
- total charge = +2

---

No. 4
This record from the OMol25 dataset describes a structure of composition C33H45AlBBr4ClCs2FMgN2O14S3 at a distorted geometry. The level of theory is ωB97M-V/def2-TZVPD.

Each line ends with the Mulliken charge.
Positions of all 108 atoms, in Å:
C (-4.546, 2.228, 1.520)  -1.17
H (-3.852, 4.533, -1.884)  0.10
Br (2.844, -10.328, 4.364)  0.08
H (-1.697, 2.481, 0.093)  0.13
C (-3.304, 5.452, -1.714)  -0.43
O (-4.258, 7.418, -4.430)  -0.25
Cs (-2.061, 2.168, 3.111)  1.57
C (0.249, -3.689, -0.547)  -1.16
H (0.754, -0.733, 5.157)  0.58
H (-5.934, 8.740, -4.296)  0.15
H (-3.562, 2.688, 1.331)  0.67
H (1.969, 5.575, -0.914)  0.38
C (2.358, -1.272, 1.478)  -2.22
H (4.364, 6.087, -0.428)  0.30
H (-5.028, 2.827, 2.324)  0.28
C (-6.856, 0.936, 1.740)  -0.12
O (-1.014, -2.841, 4.416)  -0.67
Br (1.869, -9.661, 1.404)  -0.02
Al (-5.899, 0.377, 4.192)  0.60
C (3.367, -9.972, 2.571)  -0.30
H (-0.603, 0.392, -1.800)  0.47
C (1.651, -3.626, 1.807)  -0.60
H (3.472, 3.296, -0.200)  0.21
H (-1.945, -3.081, 4.471)  0.29
C (3.681, 5.811, 0.375)  -1.18
H (-0.293, 2.098, -2.023)  0.48
C (1.154, 0.199, 3.316)  -0.35
Br (4.638, -8.492, 2.470)  -0.27
H (2.220, -3.627, 2.729)  0.43
O (7.388, -1.964, -6.584)  -0.47
O (-5.515, 6.403, -2.845)  -0.47
H (3.887, -10.844, 2.199)  0.40
H (-0.226, 0.047, 1.174)  -0.86
H (-6.124, 7.190, -5.259)  0.37
H (-7.180, 1.545, -0.330)  0.54
H (-2.275, 5.192, -1.481)  0.27
O (-1.899, -0.910, 3.330)  -0.15
C (-1.772, 1.628, -0.553)  1.40
C (0.293, 1.911, 1.996)  -0.68
C (6.660, -4.159, -7.190)  0.32
C (0.827, 1.167, -0.390)  -1.08
C (-5.376, 7.944, -5.007)  -0.22
H (1.920, -6.631, 2.168)  0.18
H (2.985, -1.014, 0.604)  0.30
N (0.211, 1.318, 3.348)  -1.30
C (-4.658, 1.399, -0.733)  0.13
S (3.230, 1.164, 1.859)  1.51
H (5.933, -6.228, -7.222)  0.47
O (3.064, 2.331, 2.642)  -0.64
O (5.417, -4.435, -3.141)  -0.59
C (0.867, -2.521, -0.152)  -0.46
H (-1.968, -1.352, 2.383)  0.03
C (6.089, -5.361, -6.586)  -0.22
H (-7.017, 1.574, 2.625)  0.15
H (0.147, -6.610, 2.161)  0.46
F (4.261, 0.250, 2.601)  -0.35
C (0.669, -1.030, 4.109)  -1.78
H (1.003, -5.701, 3.369)  0.34
H (6.487, -2.285, -4.259)  0.42
H (1.397, 0.365, -0.860)  0.09
H (0.357, 1.980, 4.110)  0.51
H (1.372, -1.849, 3.984)  0.24
H (3.329, 6.720, 0.862)  0.38
Mg (4.268, -1.289, -0.497)  0.51
C (0.621, 0.739, 1.057)  3.05
O (6.955, -4.089, -8.353)  -0.43
H (-3.736, 0.160, 1.436)  0.60
H (4.248, 5.228, 1.105)  0.30
O (5.301, -6.622, -4.806)  -0.56
H (-4.040, 0.730, 3.080)  0.23
C (0.996, -4.791, 1.444)  0.50
O (-5.719, 0.048, 2.015)  -0.53
C (2.524, 5.002, -0.173)  0.29
C (-4.455, 0.742, 2.035)  -0.71
H (1.829, 4.721, 0.627)  -0.15
H (1.456, 2.051, -0.469)  0.41
C (0.293, -4.810, 0.248)  -0.65
C (-6.667, 1.893, 0.556)  -1.14
H (-0.284, -3.710, -1.484)  0.57
B (-0.842, -1.577, 3.942)  0.31
O (3.701, 1.237, 0.508)  -0.74
Cl (-6.289, 9.391, -2.804)  -0.10
C (1.762, 0.095, 1.903)  2.51
H (2.958, -1.601, 2.321)  0.65
H (-7.171, 2.815, 0.853)  0.42
H (-0.223, -5.704, -0.072)  0.55
N (-5.276, 2.241, 0.264)  0.09
C (-0.460, 1.332, -1.269)  -1.24
C (-4.446, 6.654, -3.320)  0.75
Br (-2.078, -1.505, 0.512)  -0.53
C (1.577, -2.478, 1.032)  0.90
C (6.864, -2.993, -6.240)  0.44
C (5.701, -5.548, -5.202)  0.52
H (-7.731, 0.315, 1.585)  0.50
H (-3.739, 6.007, -0.884)  0.35
Cs (4.821, -7.392, 0.123)  1.04
H (-5.065, 8.527, -5.872)  0.29
O (-3.266, 6.266, -2.893)  -0.35
S (-3.193, 1.994, -1.669)  -0.40
S (-5.222, -0.045, -1.143)  -0.01
C (5.804, -4.350, -4.293)  0.47
H (-2.089, 0.763, 0.018)  -1.27
H (1.969, 0.576, 3.940)  0.84
O (2.972, 3.815, -0.836)  -0.52
O (0.148, 3.075, 1.767)  -0.45
C (1.038, -6.010, 2.326)  -1.54
C (6.380, -3.168, -4.882)  -0.36
H (0.803, -1.658, -0.798)  0.37

Output
- DFT total energy (Ha) = -15004.39240
- Kohn-Sham gap (eV) = 1.0
- total charge = +3